1.
Entry from the OMol25 dataset: a molecular structure, C47H50ClN4OSSb2Y at a distorted geometry (ωB97M-V/def2-TZVPD).

```
107
Properties=species:S:1:pos:R:3:lowdin_charge:R:1
Y 1.355 -0.841 1.344 1.2440
N 0.996 -2.316 3.451 0.0250
C 1.703 -3.581 3.414 -0.2235
C 1.939 -4.314 4.546 0.0098
C 2.563 -5.572 4.478 -0.0345
C 2.923 -6.091 3.268 -0.0021
C 2.719 -5.348 2.085 -0.1311
C 3.091 -5.833 0.813 0.0389
C 2.915 -5.038 -0.285 -0.0145
C 2.396 -3.752 -0.109 -0.1970
N 1.989 -3.266 1.051 -0.0353
C 2.127 -4.063 2.157 -0.1591
H 0.001 -2.525 3.498 0.0850
H 1.202 -1.853 4.331 0.0897
H 1.629 -3.925 5.510 0.1296
H 2.729 -6.129 5.389 0.1223
H 3.371 -7.074 3.197 0.1289
H 3.523 -6.822 0.725 0.1359
H 3.181 -5.368 -1.279 0.1229
H 2.342 -3.090 -0.963 0.0558
C 0.890 -1.122 -2.044 -0.3874
C 0.516 0.298 -2.471 -0.3552
C -0.409 1.057 -1.514 -0.3852
Sb -2.468 1.201 -2.266 1.5037
C -1.900 2.478 -3.896 -0.4066
C -1.054 3.578 -3.785 -0.1428
C -0.720 4.321 -4.909 -0.0789
C -1.219 3.961 -6.153 -0.0732
C -2.064 2.867 -6.272 -0.0764
C -2.406 2.131 -5.146 -0.1542
C -2.904 2.643 -0.726 -0.4091
C -3.100 2.137 0.559 -0.1741
C -3.401 2.985 1.615 -0.0952
C -3.503 4.352 1.396 -0.0809
C -3.309 4.863 0.121 -0.0749
C -3.021 4.013 -0.940 -0.1198
Sb -0.471 -2.893 -2.169 1.5023
C -1.888 -2.389 -0.595 -0.3947
C -3.258 -2.286 -0.806 -0.1368
C -4.133 -2.118 0.259 -0.0505
C -3.653 -2.056 1.559 -0.0621
C -2.294 -2.181 1.791 -0.0943
C -1.423 -2.355 0.720 -0.1959
C -1.573 -2.392 -3.945 -0.4173
C -0.979 -1.655 -4.965 -0.1512
C -1.655 -1.430 -6.155 -0.0796
C -2.923 -1.962 -6.345 -0.0683
C -3.496 -2.748 -5.355 -0.0652
C -2.820 -2.974 -4.165 -0.1516
H 1.219 -1.075 -0.986 -0.0482
H 1.769 -1.447 -2.606 0.0539
H 0.058 0.287 -3.462 0.0625
H 1.459 0.844 -2.589 0.0988
H -0.084 2.089 -1.387 0.0402
H -0.432 0.589 -0.515 0.0148
H -0.659 3.869 -2.817 0.0894
H -0.078 5.187 -4.813 0.1063
H -0.949 4.536 -7.029 0.1099
H -2.465 2.592 -7.240 0.1093
H -3.076 1.283 -5.241 0.0809
H -3.042 1.064 0.730 0.0817
H -3.561 2.583 2.608 0.1043
H -3.751 5.016 2.214 0.1086
H -3.390 5.929 -0.050 0.1096
H -2.906 4.421 -1.936 0.0908
H -3.657 -2.327 -1.809 0.0748
H -5.197 -2.042 0.075 0.1199
H -4.335 -1.930 2.389 0.1170
H -1.931 -2.181 2.812 0.0884
H -0.367 -2.560 0.916 0.0228
H 0.027 -1.268 -4.853 0.0895
H -1.189 -0.850 -6.941 0.1124
H -3.455 -1.779 -7.269 0.1128
H -4.464 -3.202 -5.521 0.1135
H -3.262 -3.632 -3.426 0.0939
C 2.705 3.586 1.791 0.0086
C 1.551 2.744 1.363 -0.4412
C 0.189 3.312 1.534 0.0163
O 1.740 1.627 0.864 -0.1601
H 2.921 4.313 1.002 0.1114
H 3.596 2.981 1.954 0.0857
H 2.461 4.153 2.688 0.1049
H 0.165 4.345 1.179 0.1160
H -0.049 3.335 2.601 0.1120
H -0.570 2.727 1.022 0.0612
Cl 2.741 0.316 3.325 0.7314
C 1.683 1.251 4.385 -0.5446
C 2.307 2.013 5.360 -0.1222
C 1.543 2.641 6.322 -0.0871
C 0.159 2.447 6.309 -0.0708
C -0.446 1.706 5.321 -0.0435
C 0.286 1.102 4.264 -0.3709
C -0.382 0.424 3.220 -0.1322
H 3.387 2.087 5.382 0.1098
H 2.015 3.237 7.089 0.1086
H -0.448 2.890 7.087 0.1136
H -1.523 1.590 5.319 0.1148
H -1.457 0.329 3.261 0.0475
H 0.013 0.419 2.211 -0.0718
N 5.898 -0.168 -0.987 0.1282
C 4.687 0.106 -0.512 -0.8362
N 4.049 1.197 -0.922 0.1452
S 4.005 -0.993 0.595 0.6610
H 6.385 0.438 -1.628 0.1314
H 6.375 -0.984 -0.643 0.1097
H 4.477 1.837 -1.573 0.1328
H 3.194 1.469 -0.459 0.0579
```

Summary:
Energy relative to the best compared isomer or geometry (same formula, charge and spin)   312.4 kJ/mol
E   -3491.99504 Eh
Multiplicity   1
Charge   +2

=====

2.
Entry from the OMol25 dataset: a molecular structure, C5H14N2 at a distorted geometry (ωB97M-V/def2-TZVPD).

```
21
Properties=species:S:1:pos:R:3:nbo_charge:R:1
C -0.161 -3.006 1.971 -0.8456
N -1.264 -0.522 0.765 -0.4582
C -0.547 0.495 0.378 0.0852
C -0.653 0.984 -1.112 -0.4856
C 0.665 1.187 -1.814 -0.2312
N 1.510 -0.040 -1.867 -0.8009
C 0.018 1.587 1.301 -0.6864
H 0.498 -2.722 1.148 0.1890
H -1.157 -2.754 1.627 0.2394
H -0.125 -4.072 2.174 0.2076
H 0.133 -2.433 2.843 0.2111
H 0.049 -0.562 0.459 0.3761
H -1.261 1.889 -1.052 0.2226
H -1.266 0.186 -1.536 0.2262
H 1.331 1.895 -1.319 0.1915
H 0.571 1.517 -2.848 0.2026
H 0.910 -0.856 -2.016 0.3455
H 1.796 -0.192 -0.897 0.3282
H -0.422 1.481 2.290 0.2382
H 1.103 1.499 1.368 0.2226
H -0.196 2.576 0.900 0.2220
```

Summary:
Energy relative to the best compared isomer or geometry (same formula, charge and spin)   430.0 kJ/mol
E   -308.25929 Eh
Multiplicity   1
Charge   0

=====

3.
Entry from the OMol25 dataset: a molecular structure, C26H33AsF6MoO3PSSb at a distorted geometry (ωB97M-V/def2-TZVPD).

```
73
Properties=species:S:1:pos:R:3:lowdin_spin:R:1
Mo -0.775 -0.268 0.448 0.9106
O 1.784 -2.448 2.659 -0.0002
S 1.649 -1.359 1.770 0.0054
O 1.662 -1.568 0.339 0.0368
O 0.107 -0.725 1.978 0.0145
C 2.621 0.007 2.155 -0.0004
C 3.675 -0.158 3.035 -0.0003
C 4.568 0.903 3.190 -0.0008
C 4.403 2.067 2.461 -0.0004
C 3.324 2.222 1.585 -0.0017
C 2.409 1.196 1.434 -0.0033
P 0.935 1.571 0.471 -0.0198
C 1.331 2.468 -0.983 -0.0044
C 0.927 3.800 -1.127 -0.0035
C 1.276 4.479 -2.282 -0.0001
C 1.993 3.832 -3.281 -0.0047
C 2.386 2.502 -3.138 -0.0001
C 2.059 1.812 -1.988 -0.0027
C -0.245 2.352 1.532 -0.0021
C -1.443 2.814 0.942 -0.0008
C -2.412 3.413 1.727 0.0009
C -2.191 3.563 3.090 -0.0087
C -1.003 3.117 3.678 -0.0009
C -0.033 2.503 2.915 -0.0035
H 3.810 -1.090 3.567 0.0000
H 5.400 0.804 3.874 -0.0001
H 5.115 2.875 2.568 -0.0001
H 3.206 3.148 1.034 0.0000
H 0.370 4.305 -0.348 -0.0001
H 0.990 5.516 -2.401 0.0000
H 2.261 4.373 -4.179 -0.0002
H 2.948 2.014 -3.923 0.0001
H 2.390 0.788 -1.857 -0.0001
H -1.568 2.785 -0.130 0.0000
H -3.321 3.784 1.272 0.0001
H -2.940 4.047 3.704 -0.0004
H -0.837 3.262 4.737 0.0001
H 0.886 2.168 3.376 -0.0002
F -2.087 0.428 -0.575 0.0115
Sb -3.533 2.697 -2.515 0.0000
F -4.297 2.268 -0.892 0.0000
F -3.725 0.937 -3.063 0.0000
F -4.401 3.320 -3.982 0.0000
F -1.700 2.405 -2.471 -0.0001
F -3.187 4.388 -1.857 0.0000
C -2.203 -5.063 0.081 -0.0009
As -0.880 -3.821 0.701 0.0002
C 0.772 -4.796 0.724 -0.0001
C -1.476 -3.484 2.498 0.0007
H -2.125 -5.937 0.729 -0.0002
H -2.025 -5.359 -0.949 0.0000
H -3.196 -4.628 0.180 0.0000
H 0.711 -5.543 -0.062 0.0000
H 0.809 -5.271 1.705 0.0000
H 1.642 -4.162 0.592 0.0001
H -1.749 -4.460 2.898 0.0000
H -2.366 -2.855 2.475 0.0005
H -0.710 -3.043 3.129 -0.0001
C 0.231 -3.433 -2.181 0.0019
C -0.794 -2.326 -1.924 0.0115
C -0.176 -1.010 -2.437 0.0263
C -2.084 -2.601 -2.702 0.0018
C -1.159 -2.204 -0.395 0.0182
H 0.506 -3.422 -3.236 0.0007
H -0.178 -4.425 -1.982 0.0000
H 1.145 -3.290 -1.603 0.0003
H 0.191 -1.161 -3.454 0.0044
H 0.698 -0.716 -1.841 0.0088
H -0.893 -0.194 -2.491 0.0015
H -1.848 -2.748 -3.757 0.0010
H -2.778 -1.760 -2.630 0.0001
H -2.593 -3.499 -2.351 0.0001
H -2.254 -2.107 -0.268 0.0028
```

Summary:
E   -5118.23018 Eh
Multiplicity   2
Charge   +3